# 1
Formula: C3H6N2O2
Source: OMol25
Level of theory: ωB97M-V/def2-TZVPD

Output
SMILES: N=C=NC=O.[H][H].C=O
Relative energy (zero: lowest compared OMol25 entry of this formula, charge and spin): 395.9 kJ/mol

Structure (ORCA input):
```
! RIJCOSX wB97M-V def2-TZVPD def2/J DEFGRID3
* xyz 0 1
N 1.859 0.618 -1.547
C 1.402 0.456 -0.438
N 0.990 0.429 0.723
C 1.548 -0.328 1.763
O 0.961 -0.547 2.787
H 1.385 0.239 -2.356
H 2.583 -0.671 1.582
H -1.880 0.248 1.097
H -1.142 0.343 1.138
C -1.928 -0.197 -1.186
O -0.959 0.130 -1.827
H -2.031 -1.194 -0.727
H -2.790 0.472 -1.010
*
```

# 2
Formula: C3H6N2O2
Source: OMol25
Level of theory: ωB97M-V/def2-TZVPD

Output
SMILES: NCC(=O)NC=O
Relative energy (zero: lowest compared OMol25 entry of this formula, charge and spin): 121.5 kJ/mol

Structure (ORCA input):
```
! RIJCOSX wB97M-V def2-TZVPD def2/J DEFGRID3
* xyz 0 1
N -1.729 -1.157 -0.673
C -0.786 -0.764 0.371
C -0.422 0.714 0.253
O -1.229 1.600 0.428
N 0.883 0.995 -0.268
C 2.031 0.440 0.298
O 2.053 -0.439 1.137
H -2.395 -0.397 -0.858
H -1.262 -1.394 -1.538
H 0.094 -1.403 0.295
H -1.220 -0.927 1.370
H 0.989 1.868 -0.779
H 2.993 0.861 -0.035
*
```

# 3
Formula: C3H6N2O2
Source: OMol25
Level of theory: ωB97M-V/def2-TZVPD

Output
SMILES: [H]/N=C/OCC(N)=O
Relative energy (zero: lowest compared OMol25 entry of this formula, charge and spin): 127.1 kJ/mol

Structure (ORCA input):
```
! RIJCOSX wB97M-V def2-TZVPD def2/J DEFGRID3
* xyz 0 1
H 2.506 1.000 -1.396
N 1.801 0.436 -0.930
C 1.826 0.649 0.315
O 1.006 0.030 1.183
C -0.042 -0.715 0.605
C -1.138 0.222 0.088
N -2.207 -0.430 -0.460
O -1.086 1.428 0.208
H 2.490 1.318 0.866
H 0.329 -1.347 -0.210
H -0.445 -1.346 1.402
H -2.897 0.147 -0.917
H -2.141 -1.392 -0.753
*
```

# 4
Formula: C3H6N2O2
Source: OMol25
Level of theory: ωB97M-V/def2-TZVPD

Output
Relative energy (zero: lowest compared OMol25 entry of this formula, charge and spin): 396.4 kJ/mol

Structure (ORCA input):
```
! RIJCOSX wB97M-V def2-TZVPD def2/J DEFGRID3
* xyz 0 1
O -0.789 -1.181 -0.954
C 0.111 -0.385 -0.917
N 0.150 0.677 0.360
C 0.824 -0.378 0.523
N -1.965 0.381 2.302
O 1.677 -1.132 0.824
C 1.061 -0.077 -2.051
H -2.218 1.131 1.655
H -1.720 0.780 3.203
H -1.045 0.228 1.851
H 0.613 -0.260 -3.021
H 1.897 -0.733 -1.821
H 1.406 0.950 -1.956
*
```

# 5
Formula: C3H6N2O2
Source: OMol25
Level of theory: ωB97M-V/def2-TZVPD

Output
SMILES: NN1COC(=O)C1
Relative energy (zero: lowest compared OMol25 entry of this formula, charge and spin): 306.5 kJ/mol

Structure (ORCA input):
```
! RIJCOSX wB97M-V def2-TZVPD def2/J DEFGRID3
* xyz 0 1
N 0.507 -1.478 0.615
N 0.547 0.017 0.645
C 1.000 0.585 -0.598
O -0.156 0.654 -1.486
C -1.275 0.499 -0.796
O -2.383 0.485 -1.226
C -0.845 0.365 0.834
H 1.360 -1.742 1.135
H 0.637 -1.724 -0.376
H 1.282 1.648 -0.328
H 1.718 0.037 -1.046
H -1.111 1.182 1.405
H -1.281 -0.528 1.222
*
```

# 6
Formula: C3H6N2O2
Source: OMol25
Level of theory: ωB97M-V/def2-TZVPD

Output
SMILES: C=NO/C(C)=N\O
Relative energy (zero: lowest compared OMol25 entry of this formula, charge and spin): 636.3 kJ/mol

Structure (ORCA input):
```
! RIJCOSX wB97M-V def2-TZVPD def2/J DEFGRID3
* xyz 0 1
C -0.485 -2.167 1.281
N 0.161 -1.172 0.781
O -0.524 -0.531 -0.374
C 0.210 0.621 -0.540
C -0.803 1.720 -0.857
N 1.433 1.034 -0.564
O 2.427 0.298 -0.013
H 0.086 -2.846 2.030
H -1.575 -2.384 0.897
H -1.649 1.779 -0.054
H -0.112 2.660 -1.028
H -1.351 1.518 -1.878
H 2.181 -0.530 0.319
*
```

# 7
Formula: C3H6N2O2
Source: OMol25
Level of theory: ωB97M-V/def2-TZVPD

Output
SMILES: [H]/N=C\N(O)C(C)=O
Relative energy (zero: lowest compared OMol25 entry of this formula, charge and spin): 365.1 kJ/mol

Structure (ORCA input):
```
! RIJCOSX wB97M-V def2-TZVPD def2/J DEFGRID3
* xyz 0 1
H 1.783 -1.540 -1.914
N 1.235 -1.949 -1.075
C 0.322 -1.248 -0.475
N 0.109 0.025 -0.662
O 0.838 0.534 -1.765
C -0.397 0.997 0.200
C -0.860 0.390 1.562
O -0.346 2.185 -0.179
H -0.215 -1.621 0.371
H 0.343 1.483 -1.869
H -1.063 1.212 2.203
H -0.017 -0.140 2.054
H -1.731 -0.329 1.548
*
```

# 8
Formula: C3H6N2O2S
Source: OMol25
Level of theory: ωB97M-V/def2-TZVPD

Output
Relative energy (zero: lowest compared OMol25 entry of this formula, charge and spin): 788.3 kJ/mol

Structure (ORCA input):
```
! RIJCOSX wB97M-V def2-TZVPD def2/J DEFGRID3
* xyz 0 1
C -0.644 1.717 1.442
C 0.327 0.032 -0.250
C 1.174 -2.112 0.214
H -1.866 1.485 1.687
H -0.480 2.504 0.396
H 0.167 2.032 2.383
H 0.227 -1.819 -1.531
H 1.682 -1.759 1.127
H -1.554 1.148 -2.594
N 0.529 -1.333 -0.587
N -0.325 0.840 -1.119
O 0.973 -3.418 -0.141
O -0.492 0.478 -2.441
S 0.282 0.207 1.414
*
```

# 9
Formula: C3H6N2O3
Source: OMol25
Level of theory: ωB97M-V/def2-TZVPD

Output
Relative energy (zero: lowest compared OMol25 entry of this formula, charge and spin): 878.8 kJ/mol

Structure (ORCA input):
```
! RIJCOSX wB97M-V def2-TZVPD def2/J DEFGRID3
* xyz 0 1
C -1.091 1.033 0.572
C 0.345 0.471 0.098
C 1.060 -0.883 0.208
H -1.946 0.221 1.247
H -1.665 1.466 -0.504
H -0.539 1.867 1.188
H 0.941 2.696 -1.637
H 1.184 -2.944 -0.331
H -1.354 -2.704 0.881
N 0.800 1.258 -0.910
N 0.618 -2.192 0.052
O 0.236 2.492 -1.066
O 2.238 -0.660 0.245
O -0.826 -2.122 -0.044
*
```

# 10
Formula: C3H6N2O3
Source: OMol25
Level of theory: ωB97M-V/def2-TZVPD

Output
SMILES: C/C(C[N+](=O)[O-])=N/O
Relative energy (zero: lowest compared OMol25 entry of this formula, charge and spin): 633.6 kJ/mol

Structure (ORCA input):
```
! RIJCOSX wB97M-V def2-TZVPD def2/J DEFGRID3
* xyz 0 1
C 0.847 1.615 0.013
C 0.115 0.361 0.421
C 0.314 -1.027 -0.131
N 0.051 -1.046 -1.569
O -0.438 -2.036 -2.028
O 0.272 -0.080 -2.222
N -0.751 0.464 1.365
O -1.715 -0.480 1.620
H 1.716 1.419 -0.668
H 0.036 2.018 -0.591
H 1.002 2.225 0.931
H -0.421 -1.744 0.250
H 1.221 -1.461 0.226
H -2.249 -0.230 2.384
*
```

# 11
Formula: C3H6N2O3
Source: OMol25
Level of theory: ωB97M-V/def2-TZVPD

Output
SMILES: C/C=[N+](\[O-])O.N=C=O
Relative energy (zero: lowest compared OMol25 entry of this formula, charge and spin): 497.4 kJ/mol

Structure (ORCA input):
```
! RIJCOSX wB97M-V def2-TZVPD def2/J DEFGRID3
* xyz 0 1
C -0.477 -0.344 1.839
C -0.960 0.052 0.496
N -0.695 -0.669 -0.518
O -0.004 -1.728 -0.509
O -1.223 -0.417 -1.836
H -0.008 -1.316 1.854
H 0.210 0.475 2.045
H -1.322 -0.269 2.494
H -1.565 0.936 0.333
H -0.569 -0.438 -2.548
N 1.959 0.611 -1.480
C 1.445 1.317 -0.710
O 0.762 2.047 -0.151
H 2.445 -0.256 -1.310
*
```

# 12
Formula: C3H6N2O3
Source: OMol25
Level of theory: ωB97M-V/def2-TZVPD

Output
SMILES: OC[C@H]1ON=CNO1
Relative energy (zero: lowest compared OMol25 entry of this formula, charge and spin): 740.4 kJ/mol

Structure (ORCA input):
```
! RIJCOSX wB97M-V def2-TZVPD def2/J DEFGRID3
* xyz 0 1
O -2.194 -0.184 -0.594
C -1.152 -1.203 -0.961
C 0.259 -0.695 -0.461
O 0.408 0.498 -0.987
N 1.287 1.329 -0.340
C 1.389 1.319 0.937
N 0.960 0.293 1.715
O -0.122 -0.578 0.973
H -1.730 0.613 -1.097
H -1.068 -1.273 -2.013
H -1.554 -2.138 -0.538
H 1.313 -1.233 -0.462
H 1.859 2.336 1.302
H 0.344 0.916 2.527
*
```

no.,HOMO-LUMO gap (eV),total energy (hartree)
1,10.958,-377.80854
2,10.235,-377.91306
3,10.746,-377.91093
4,8.536,-377.80837
5,10.060,-377.84261
6,9.600,-377.71698
7,9.984,-377.82029
8,8.818,-775.83991
9,9.563,-452.86631
10,10.130,-452.95971
11,9.530,-453.01157
12,10.105,-452.91902